A molecular structure, C45H45CsN9O2P2S2, computed with the ωB97M-V functional and the def2-TZVPD basis.

```
106
Properties=species:S:1:pos:R:3:forces:R:3
Cs 2.498920 0.147632 -1.160472 -0.08 0.28 -0.27
N -0.119852 2.331889 2.352874 0.00 0.01 -0.03
C 0.613621 1.727588 1.391246 0.01 -0.01 0.06
N 1.886289 1.544088 1.444976 0.02 -0.05 -0.08
C 2.604827 2.071874 2.501934 -0.02 0.00 0.02
N 3.887157 2.134629 2.483329 0.01 0.00 0.02
N 4.465032 1.842291 1.271853 -0.05 -0.02 -0.01
C 5.204690 0.817339 1.209326 0.01 -0.03 0.00
C 5.896022 0.456011 -0.049752 -0.02 -0.06 0.08
C 6.591779 -0.751603 -0.097501 -0.02 -0.01 0.01
C 7.208109 -1.128646 -1.276835 0.01 0.01 -0.02
C 7.115832 -0.287474 -2.374173 0.00 -0.01 0.01
C 6.399484 0.893520 -2.232147 0.00 0.02 0.01
N 5.797494 1.265488 -1.109208 0.02 -0.04 0.02
C 1.859297 2.577987 3.666814 -0.01 0.00 -0.01
C 2.470287 2.943496 4.863573 0.00 0.00 0.00
C 1.725538 3.462799 5.904425 0.00 0.00 0.01
C 0.348826 3.630483 5.756405 0.00 0.00 -0.02
C -0.277300 3.269388 4.580659 -0.01 0.01 0.02
C 0.477647 2.735562 3.536461 0.00 -0.01 0.01
H -1.094437 2.521948 2.164665 -0.01 -0.01 0.01
H 0.061095 1.334485 0.535843 -0.04 0.01 0.01
H 5.318852 0.130456 2.049733 0.02 0.04 0.03
H 6.616907 -1.386574 0.778441 0.00 0.00 0.00
H 7.744304 -2.067028 -1.341997 0.00 0.00 0.00
H 7.574527 -0.538017 -3.321093 0.00 0.00 0.00
H 6.296588 1.574869 -3.070895 0.00 0.00 0.00
H 3.541368 2.814776 4.944604 0.00 0.00 0.01
H 2.208950 3.744831 6.830728 0.00 0.00 0.00
H -0.236770 4.044544 6.567553 0.00 0.00 0.00
H -1.346693 3.393059 4.455740 0.00 0.00 0.00
S 0.067613 -2.286572 -1.613158 -0.08 -0.09 -0.02
P -1.098466 -0.737520 -2.199419 -0.03 -0.01 0.03
C -0.616785 0.758983 -1.746567 0.16 -0.03 0.07
P -0.935379 2.370163 -1.732537 0.14 0.09 -0.05
S 0.578844 3.613929 -1.265503 -0.05 -0.09 -0.11
C -2.259882 2.784613 -0.505119 0.00 -0.04 0.08
C -2.789548 1.773602 0.288249 0.00 -0.01 -0.02
C -3.707183 2.062357 1.295920 0.00 0.00 0.00
C -4.109404 3.372829 1.508832 0.00 -0.01 0.01
C -3.594772 4.389951 0.708704 0.00 0.02 0.00
C -2.675429 4.097652 -0.285905 0.01 0.02 0.00
C -1.698725 2.993440 -3.291008 -0.08 0.02 0.04
C -0.916854 3.612310 -4.260278 -0.01 0.01 -0.02
C -1.453361 3.933246 -5.500391 0.01 0.00 0.00
C -2.784427 3.654429 -5.780406 0.00 0.00 0.00
C -3.579471 3.060673 -4.808581 -0.01 0.00 -0.01
C -3.037623 2.732828 -3.574252 0.01 0.01 0.00
C -2.818144 -1.119603 -1.628075 -0.02 -0.03 -0.03
C -3.904701 -0.516826 -2.261787 0.01 -0.02 -0.01
C -5.184654 -0.628640 -1.741339 -0.01 0.01 0.00
C -5.402673 -1.347389 -0.571552 -0.01 0.00 -0.01
C -4.332472 -1.967402 0.057032 0.02 0.00 0.00
C -3.053203 -1.859058 -0.475649 -0.01 -0.03 0.02
C -1.332339 -0.951786 -4.014018 0.00 0.02 0.00
C -0.917704 0.048312 -4.881054 0.01 0.01 -0.01
C -1.099604 -0.083203 -6.253838 0.00 0.00 0.00
C -1.701159 -1.221778 -6.766434 0.00 0.00 0.01
C -2.112731 -2.233419 -5.903238 0.00 0.00 -0.01
C -1.926240 -2.099114 -4.537356 0.00 0.00 0.01
H -2.465631 0.755219 0.102398 -0.01 0.02 0.03
H -4.115411 1.259259 1.899232 0.00 0.00 0.00
H -4.825406 3.603897 2.288866 0.00 0.00 0.00
H -3.906391 5.415049 0.871403 0.00 0.00 0.00
H -2.247698 4.892289 -0.886521 0.01 -0.01 0.00
H 0.115581 3.840814 -4.020899 0.00 0.00 0.00
H -0.830970 4.408300 -6.250004 0.00 0.00 0.00
H -3.202166 3.903474 -6.748589 0.00 0.00 0.00
H -4.622117 2.847990 -5.014539 0.00 0.00 0.00
H -3.661066 2.267078 -2.819008 0.00 0.01 0.01
H -3.740480 0.048701 -3.172157 0.00 -0.01 0.00
H -6.015472 -0.149599 -2.246374 0.00 0.00 0.00
H -6.401319 -1.428875 -0.159322 0.00 0.00 0.00
H -4.494138 -2.543652 0.961287 0.00 0.00 0.00
H -2.211998 -2.355299 -0.007462 0.00 0.00 0.00
H -0.454333 0.934082 -4.464879 0.00 0.00 0.00
H -0.781191 0.712935 -6.916426 0.00 0.00 0.00
H -1.851396 -1.325165 -7.834738 0.00 0.00 0.00
H -2.578893 -3.127809 -6.300240 0.00 0.00 0.00
H -2.236610 -2.889928 -3.863500 0.00 0.00 0.00
N 0.530340 -0.981497 3.126257 -0.03 -0.03 -0.01
C 0.985293 -1.798693 2.001130 0.06 -0.04 -0.06
C 0.223999 -3.134115 1.864143 0.02 -0.01 -0.01
C 0.928827 -4.271966 1.106538 0.01 0.01 0.01
C 0.977332 -5.564101 1.917982 0.00 -0.01 -0.01
N 1.690516 -5.384883 3.193561 0.00 0.01 -0.04
C 1.026381 -5.024934 4.341588 0.01 0.08 0.04
N 1.447218 -4.032647 5.049309 0.09 0.06 -0.09
N -0.089344 -5.781908 4.621478 -0.03 -0.03 -0.02
C 2.493861 -1.996153 2.097112 -0.01 -0.01 -0.02
O 2.994882 -2.540791 3.210730 -0.04 -0.04 0.21
O 3.247074 -1.721830 1.192966 0.02 -0.03 0.04
H 0.323365 -1.566269 3.929559 -0.02 0.01 0.00
H -0.321636 -0.492669 2.878897 0.01 0.01 0.00
H 0.838336 -1.244656 1.072712 -0.01 0.04 0.09
H -0.713527 -2.898941 1.361132 -0.01 0.01 0.01
H -0.038669 -3.461969 2.871970 0.02 -0.02 0.01
H 1.951723 -3.991045 0.837374 0.00 0.00 0.01
H 0.426608 -4.451339 0.155105 0.00 -0.02 0.00
H 1.477485 -6.350535 1.350254 0.00 0.00 -0.01
H -0.033234 -5.911910 2.133738 0.00 0.01 0.01
H 2.524621 -4.820759 3.085376 0.00 0.00 0.02
H 2.336167 -2.783600 3.909656 0.02 -0.01 -0.12
H 0.971075 -3.959003 5.941125 -0.02 -0.02 0.00
H -0.081917 -6.736463 4.303728 0.00 0.00 0.01
H -0.531555 -5.624780 5.509692 0.01 0.00 0.00
```
Forces are in eV/Å.

Calculated values
relative energy (zero: lowest compared OMol25 entry of this formula, charge and spin): 69.41 kJ/mol
2S+1: 1
electronic energy: -3884.47097 a.u.
HOMO: -3.8 eV
HOMO-LUMO gap: 5.61 eV
net charge: -1



A gas-phase ion, C22H34N3O (charge +1), computed with the ωB97M-V functional and the def2-TZVPD basis.

```
60
Properties=species:S:1:pos:R:3:forces:R:3
O -2.124975 -2.377502 -0.482818 0.39 0.14 0.03
C -2.191880 -1.700526 0.553626 -0.57 -0.06 0.16
C -3.614345 -1.590975 1.164984 0.54 0.35 0.30
N -4.436290 -2.413273 0.266460 0.46 -0.61 -0.49
C -5.571049 -1.755593 -0.420226 -0.46 0.39 -0.42
C -5.103160 -0.686754 -1.407408 -0.14 0.04 0.18
C -4.617849 0.599135 -0.769465 -0.03 0.03 -0.17
C -5.387667 1.310531 0.047289 0.02 -0.02 0.06
C -4.979585 2.602540 0.681170 0.11 0.21 -0.09
C -3.740727 3.196374 0.016814 0.05 -0.12 0.27
C -2.695652 2.108479 -0.201346 -0.09 0.16 -0.32
C -3.241886 1.059178 -1.165791 0.12 0.19 0.27
N -1.219362 -1.067619 1.179984 -0.36 0.05 0.22
C 0.153601 -1.003391 0.856028 0.75 0.01 -0.26
C 0.984116 -0.270844 1.700928 -0.30 -0.21 -0.20
C 2.333148 -0.182466 1.460018 0.16 -0.02 -0.01
C 2.927065 -0.830729 0.356456 -0.46 -0.06 0.07
N 4.262332 -0.764076 0.125025 0.32 0.03 -0.18
C 4.812652 -1.188669 -1.147986 0.16 -0.24 -0.20
C 6.130837 -0.508138 -1.522536 -0.27 0.09 -0.02
C 6.101533 1.015702 -1.378354 0.30 -0.07 0.08
C 6.512674 1.496235 0.012423 -0.34 0.12 -0.05
C 5.497445 1.154223 1.098584 0.27 -0.17 0.02
C 5.180971 -0.345284 1.159575 -0.05 0.37 0.27
C 2.062423 -1.556557 -0.488215 0.28 0.11 0.04
C 0.711276 -1.640877 -0.247419 -0.35 0.05 0.13
H -3.629066 -1.958947 2.191026 -0.08 -0.05 -0.10
H -3.954479 -0.552175 1.136752 0.01 -0.19 0.06
H -4.753267 -3.270380 0.719124 0.09 0.13 0.00
H -3.618242 -2.675992 -0.457074 -0.63 0.02 0.52
H -6.238576 -1.323085 0.328084 0.07 -0.11 -0.01
H -6.114449 -2.531946 -0.962074 0.09 -0.05 0.14
H -4.315959 -1.103379 -2.038219 -0.03 -0.04 -0.10
H -5.949775 -0.456332 -2.057716 0.02 -0.13 -0.04
H -6.384271 0.967654 0.295590 -0.16 -0.16 -0.02
H -5.812048 3.306232 0.622275 -0.01 0.00 0.09
H -4.789945 2.431171 1.747418 -0.05 0.07 0.03
H -3.335294 3.997291 0.635261 -0.02 0.06 -0.06
H -4.016411 3.623222 -0.948196 0.00 0.08 -0.05
H -1.777900 2.536472 -0.604789 0.07 -0.04 0.06
H -2.451211 1.643663 0.758192 0.06 -0.04 0.07
H -2.556702 0.210399 -1.230062 -0.01 -0.05 -0.10
H -3.301680 1.489020 -2.170074 0.08 -0.07 -0.10
H -1.457004 -0.557163 2.022328 -0.16 -0.13 -0.15
H 0.564014 0.241141 2.555920 -0.02 0.08 0.13
H 2.929709 0.412329 2.130296 0.09 0.07 0.06
H 4.963090 -2.278167 -1.154244 -0.09 0.03 -0.12
H 4.084194 -0.939482 -1.924561 0.04 -0.07 0.03
H 6.959876 -0.913305 -0.941258 0.05 -0.06 -0.03
H 6.321594 -0.769087 -2.565440 0.03 -0.09 0.04
H 5.103628 1.388487 -1.618117 -0.06 0.08 -0.08
H 6.796095 1.446600 -2.101440 -0.06 0.03 -0.05
H 7.478857 1.055736 0.268928 0.08 0.02 0.01
H 6.644086 2.579677 -0.011738 0.09 0.01 0.03
H 5.892986 1.472351 2.064782 -0.04 0.05 0.07
H 4.571805 1.703789 0.915600 -0.06 0.02 0.06
H 4.752812 -0.600606 2.132040 0.08 -0.06 -0.07
H 6.103579 -0.919772 1.057594 -0.03 -0.04 0.09
H 2.454396 -2.095765 -1.333390 0.07 -0.05 -0.07
H 0.089925 -2.218758 -0.910602 0.00 -0.04 -0.04
```
Forces are in eV/Å.

Calculated values
SMILES: O=C(C[NH2+]CCC1=CCCCC1)Nc1ccc(N2CCCCCC2)cc1
relative energy (zero: lowest compared OMol25 entry of this formula, charge and spin): 95.34 kJ/mol
2S+1: 1
electronic energy: -1098.00837 a.u.
HOMO: -9.7 eV
HOMO-LUMO gap: 7.22 eV
net charge: +1



2 unconnected molecules or ions with the total composition C4H3F3 at a distorted geometry, computed with the ωB97M-V functional and the def2-TZVPD basis.

```
10
Properties=species:S:1:pos:R:3:forces:R:3
C 1.363764 -1.435098 0.212907 -1.21 4.89 -0.95
C 1.075547 -0.262296 -0.010735 0.89 -2.96 0.13
C 0.625821 0.944961 -0.340523 -1.72 3.66 -0.26
C -1.901524 0.172970 0.322789 0.43 2.81 1.54
F 0.756008 2.004420 0.522879 0.36 -0.58 0.70
F -1.559790 -1.035014 0.705954 -0.66 -0.20 -0.09
F -2.796999 0.203407 -0.681134 0.49 -0.31 0.94
H 1.643989 -2.348734 0.458963 1.06 -3.58 0.86
H 0.264468 1.484313 -1.220324 0.28 -1.53 -0.44
H -2.062184 0.974846 1.233779 0.08 -2.20 -2.43
```
Forces are in eV/Å.

Calculated values
relative energy (zero: lowest compared OMol25 entry of this formula, charge and spin): 462.47 kJ/mol
2S+1: 1
electronic energy: -453.59006 a.u.
HOMO (alpha / beta): -8.2 / -8.7 eV
HOMO-LUMO gap (alpha / beta): 8.71 / 8.24 eV
net charge: 0



Q: Number 1 is which compound?
A: C45H45CsN9O2P2S2



Q: What is the formula in the third record?
A: C4H3F3



Q: relative energy (zero: lowest compared OMol25 entry of this formula, charge and spin) of number 3 (C4H3F3)?
A: 462.47 kJ/mol



Q: Among the records above, which one has the lowest electronic energy?
A: C45H45CsN9O2P2S2